1.
Below is one molecule with the formula C6H16BN at a distorted geometry, with properties calculated with ωB97M-V/def2-TZVPD.

Geometry (Å):
C 1.96397 -1.21807 1.29148
C 0.50782 -0.55441 1.28116
C 0.22067 0.35926 2.47405
B 0.13448 0.17437 -0.04347
N 0.91905 1.37967 -0.48741
C -0.93160 -0.44812 -1.06169
C -2.21810 0.40528 -1.00898
C -0.29360 -0.20304 -2.42782
H 2.09675 -1.46015 2.44576
H 2.56183 -0.44690 0.87546
H 1.92607 -2.08315 0.57756
H -0.15398 -1.43839 1.63478
H 1.08224 1.02890 2.73169
H -0.38626 1.09984 2.21823
H -0.07759 -0.13406 3.40038
H 0.91456 2.19452 0.05018
H 0.93683 1.61068 -1.48143
H -1.18437 -1.38764 -0.72325
H -2.37379 0.91632 -1.89870
H -2.20339 1.10892 -0.26306
H -3.14480 -0.19861 -0.92151
H -0.18585 0.75592 -2.75841
H 0.69353 -0.73620 -2.57015
H -0.80445 -0.72495 -3.33485

Values from the calculation:
E_LUMO   0.02415 hartree
Energy above the lowest of the compared OMol25 structures with the same formula, charge and spin   0.775 eV
Strongest force on any atom   0.1244 Eh/bohr
SMILES   CC(C)B(N)C(C)C
Electronic energy   -317.7722 hartree

---

2.
Below is C6H16BrNSi2 as an isolated structure at a distorted geometry, with properties calculated with ωB97M-V/def2-TZVPD.

Geometry (Å):
C -2.22522 -0.87030 0.02794
C -1.26670 -1.12125 1.20113
C 1.56501 -0.25639 2.23749
C 1.12297 -2.41892 -0.19383
C 0.96227 1.18472 -2.41250
C -0.21697 2.66860 0.20241
N -1.27821 0.04801 -1.08407
Si 0.52665 -0.82538 0.68228
Si 0.04875 1.02108 -0.71004
Br -2.47670 0.65651 -2.30142
H -2.45056 -1.78838 -0.65395
H -3.05060 -0.16150 0.07287
H -1.47356 -0.35976 1.91616
H -1.57443 -2.06250 1.64113
H 2.14304 -1.07942 2.68878
H 2.24310 0.47662 1.83495
H 0.97645 0.19452 2.94162
H 1.89174 -2.08592 -0.89773
H 1.58934 -3.15967 0.43146
H 0.26111 -2.87549 -0.77989
H 1.71795 2.04351 -2.30963
H 1.55602 0.19003 -2.55388
H 0.28728 1.52836 -3.32558
H -0.34011 3.45198 -0.50331
H -1.13126 2.67038 0.90956
H 0.59263 2.93055 0.93809

Values from the calculation:
E_LUMO   0.02620 hartree
Energy above the lowest of the compared OMol25 structures with the same formula, charge and spin   1.890 eV
Strongest force on any atom   0.0922 Eh/bohr
Electronic energy   -3445.9257 hartree

---

3.
Below is C6H16CaN8O10 as an isolated structure at a distorted geometry, with properties calculated with ωB97M-V/def2-TZVPD.

Geometry (Å):
Ca -0.84821 -1.00349 1.21050
C -0.96268 -5.68209 0.29343
O -0.69733 -6.66886 1.01646
O -0.14676 -4.93829 -0.25157
O -1.89842 -5.12381 0.75514
C -0.35361 -2.49698 5.90331
O 0.13921 -3.59738 6.12679
O -1.57361 -2.36387 5.78720
O 0.33152 -1.67312 5.25005
C 6.47660 -1.19572 2.31392
O 7.51900 -1.21096 1.75446
N 6.00524 -2.21852 2.93358
N 5.57743 -0.23614 2.35019
H 5.16937 -2.07617 3.48235
H 6.78171 -2.84190 3.10269
H 4.69819 -0.40387 2.81805
H 5.72538 0.63619 1.86310
C -1.70219 5.41607 2.08183
O -1.09852 4.34565 2.12288
N -1.25660 6.49971 1.46176
N -2.97118 5.57747 2.48903
H -1.88264 7.24116 1.18175
H -0.37025 6.60466 0.98903
H -3.68420 6.27772 2.34292
H -3.16921 4.86989 3.18200
C -5.99765 -0.32020 -2.90064
O -5.20306 -0.05657 -2.00171
N -5.68649 -0.92389 -3.99487
N -7.22171 0.00576 -2.76446
H -6.39156 -0.95669 -4.71730
H -4.77638 -1.29222 -4.23179
H -7.79519 -0.23639 -3.55981
H -7.50544 0.38559 -1.87265
C 2.64922 -0.07141 -4.22943
O 1.75799 0.22446 -3.45017
N 3.79266 -0.71085 -3.98204
N 2.78188 0.53610 -5.41607
H 4.47400 -0.65110 -4.72522
H 3.75180 -1.24321 -3.12471
H 3.68086 0.73681 -5.83038
H 1.88082 0.83644 -5.75959

Values from the calculation:
E_LUMO   0.11465 hartree
Net charge   -2
Energy above the lowest of the compared OMol25 structures with the same formula, charge and spin   13.294 eV
Strongest force on any atom   0.1920 Eh/bohr
Electronic energy   -2106.0553 hartree

---

4.
Below is C6H16F18O26S6Zn as an isolated structure at a distorted geometry, with properties calculated with ωB97M-V/def2-TZVPD.

Geometry (Å):
Zn 2.60386 -5.06301 0.02936
C 7.29660 1.83570 3.41178
F 6.20184 1.09260 3.14691
F 6.98812 3.12855 3.31302
F 7.73025 1.54164 4.62600
S 8.65313 1.56900 2.09870
O 8.19174 2.24416 0.89122
O 9.79964 2.21352 2.74984
O 8.78243 0.12373 1.88617
C 5.53177 -6.23087 2.84789
F 5.91735 -4.99599 2.58900
F 5.75520 -7.10744 1.85990
F 6.18032 -6.69512 3.91052
S 3.62986 -6.21041 3.12187
O 3.33794 -5.34186 4.25656
O 3.10358 -5.65449 1.88586
O 3.34450 -7.59390 3.46473
C 4.69477 3.64858 -1.66855
F 4.94585 2.83502 -0.65037
F 3.86682 4.62642 -1.34802
F 5.82826 4.14846 -2.16393
S 3.85971 2.61769 -3.07901
O 2.81129 1.78965 -2.43966
O 3.29331 3.65169 -3.92345
O 4.90297 1.78122 -3.67190
C 7.12891 -4.63647 -1.14331
F 7.60533 -5.36947 -0.14776
F 6.91983 -3.40833 -0.68601
F 8.06510 -4.55216 -2.10056
S 5.43476 -5.30015 -1.81420
O 5.18463 -4.49306 -2.97782
O 5.62986 -6.75132 -2.03731
O 4.40027 -5.11561 -0.76569
C 1.70246 -4.80350 -4.52732
F 0.75014 -4.78993 -5.47248
F 2.10970 -6.08026 -4.34767
F 2.68043 -4.07601 -5.06092
S 1.00110 -4.17716 -2.90050
O 0.74024 -2.76921 -3.09458
O -0.18110 -5.02574 -2.73704
O 2.00615 -4.55996 -1.84659
C 4.17973 -1.16055 1.11676
F 5.04070 -2.11108 1.49789
F 4.30487 -0.08827 1.85880
F 4.41351 -0.82281 -0.14803
S 2.44264 -1.92402 1.34119
O 1.41318 -1.08196 0.74998
O 2.51478 -3.25992 0.77966
O 2.29786 -1.90811 2.80277
O 0.73469 2.27734 -0.41686
H 0.13850 2.54387 -1.11968
H 1.48375 1.87725 -0.88754
O 4.94945 -1.90600 -3.87782
H 4.95067 -2.79022 -3.47884
H 5.78373 -1.47724 -3.59828
O 2.09585 -3.10078 5.19548
H 2.42567 -2.76152 4.33722
H 1.43538 -2.45833 5.46452
O 0.66186 -0.03349 3.71579
H 0.85488 -0.38185 4.58892
H 1.25758 -0.53995 3.11851
O 2.41732 -0.68958 -3.39280
H 2.72865 0.04620 -2.82927
H 3.22891 -1.05948 -3.76505
O -0.41266 -0.46644 -0.99811
H 0.28256 -0.70111 -0.33941
H -1.23613 -0.53508 -0.50754
O 7.73238 -2.14882 3.40037
H 6.86234 -2.35032 3.04450
H 7.96800 -1.29668 2.99835
O 6.88727 -0.27520 -2.96150
H 7.11146 -0.04545 -2.05360
H 6.21915 0.38499 -3.22460

Values from the calculation:
E_LUMO   0.25715 hartree
Net charge   -4
Strongest force on any atom   0.0784 Eh/bohr
Electronic energy   -8160.6862 hartree

---

5.
Below is a 8-piece molecular cluster, C6H16F24N5O14P3S6 overall at a distorted geometry, with properties calculated with ωB97M-V/def2-TZVPD.

Geometry (Å):
C 10.99229 -1.09454 -28.34433
C 11.35875 0.32812 -28.61995
O 12.41735 0.80544 -28.80972
N 10.22475 1.34035 -28.25606
H 9.63070 1.06256 -27.46108
H 10.75537 2.13311 -27.86482
C 9.39650 1.75314 -29.40319
H 11.86901 -1.71899 -28.48336
H 10.13598 -1.34887 -28.97104
H 10.70125 -1.17393 -27.29679
H 9.01142 2.76738 -29.32967
H 8.54787 1.08036 -29.50601
H 9.93487 1.75954 -30.34794
C 9.15144 3.91087 -23.63219
C 8.42520 2.65509 -23.30566
O 7.36757 2.60218 -22.76803
N 9.07168 1.39866 -23.80101
H 8.63482 0.97112 -24.66043
H 10.04518 1.64078 -24.05272
C 9.06780 0.38918 -22.71324
H 8.43464 4.73334 -23.71181
H 9.72593 3.96539 -24.55658
H 9.72622 4.24234 -22.76175
H 9.76997 0.68913 -21.93719
H 9.44636 -0.56222 -23.07916
H 8.05164 0.31313 -22.34536
P 8.28056 0.17489 -33.06144
F 6.90216 0.23706 -32.20662
F 7.52812 0.92097 -34.31849
F 8.66434 1.65078 -32.45901
F 9.63316 0.20226 -33.92930
F 9.02419 -0.51676 -31.80991
F 7.84929 -1.25472 -33.66357
P 12.55297 2.09838 -24.93240
F 13.43856 2.00846 -26.22588
F 11.95445 0.61142 -25.15020
F 13.77639 1.56879 -24.03561
F 11.59244 2.16206 -23.54288
F 12.97657 3.60679 -24.54210
F 11.29122 2.69753 -25.77069
P 10.30885 5.59467 -28.01563
F 11.35702 6.66552 -28.65762
F 9.38568 5.76521 -29.33992
F 11.09683 4.41155 -28.78945
F 9.24469 4.54229 -27.39935
F 11.21270 5.43534 -26.69586
F 9.52934 6.82548 -27.28324
N 8.05777 0.67850 -26.28710
S 6.52613 1.22270 -26.31466
O 6.01726 1.69110 -25.06864
O 5.61235 0.71472 -27.28452
F 6.95961 2.56940 -27.09119
S 7.68460 -0.92657 -26.39342
O 7.76095 -1.42900 -27.71233
O 6.74834 -1.43598 -25.44744
F 9.07228 -1.39539 -25.72284
N 14.26912 -2.87427 -32.65416
S 15.54097 -3.47399 -33.40751
O 15.43788 -4.87255 -33.68900
O 16.84425 -2.93260 -33.12881
F 15.33022 -2.69009 -34.82389
S 14.75858 -3.01834 -31.10369
O 15.72031 -2.05841 -30.70710
O 14.88536 -4.37843 -30.71122
F 13.41355 -2.50906 -30.41577
N 14.43599 -4.68070 -25.49774
S 15.62001 -5.72480 -25.46331
O 16.92079 -5.21564 -25.75813
O 15.29397 -7.02406 -25.95154
F 15.70386 -5.96844 -23.86560
S 14.27877 -4.42444 -27.15007
O 13.76412 -5.52240 -27.88380
O 15.31487 -3.65688 -27.72495
F 12.99054 -3.50138 -27.02213

Values from the calculation:
E_LUMO   0.22961 hartree
Net charge   -4
Strongest force on any atom   0.1097 Eh/bohr
Electronic energy   -7376.0547 hartree

---

6.
Below is a 3-piece molecular cluster, C6H16IO2 overall, with properties calculated with ωB97M-V/def2-TZVPD.

Geometry (Å):
I -0.45039 -2.65045 1.86770
C 0.15939 1.64983 1.43524
C 1.52799 1.00084 1.39436
C 2.65153 2.02145 1.45163
O 1.68568 0.11515 2.50007
H -0.60719 0.87582 1.34330
H 0.00227 2.36142 0.61805
H 0.01864 2.15746 2.39097
H 1.62617 0.42562 0.46388
H 2.50460 2.72250 2.27488
H 2.69648 2.55611 0.49977
H 3.60345 1.51321 1.60996
H 1.06463 -0.62277 2.34943
C -0.42572 -0.26657 -1.70795
C -1.82887 -0.86752 -1.72926
C -1.79610 -2.32261 -2.15824
O -2.45594 -0.73350 -0.46029
H 0.27187 -0.95723 -1.22854
H -0.41891 0.67130 -1.15191
H -0.07574 -0.06158 -2.72527
H -2.45342 -0.30042 -2.42713
H -1.08110 -2.87576 -1.54724
H -1.54909 -2.42018 -3.22018
H -2.78184 -2.76551 -2.00541
H -1.88840 -1.22663 0.16216

Values from the calculation:
E_LUMO   0.12956 hartree
Net charge   -1
Energy above the lowest of the compared OMol25 structures with the same formula, charge and spin   0.000 eV
Strongest force on any atom   0.0081 Eh/bohr
Electronic energy   -686.4902 hartree

---

7.
Below is an isolated ion of composition C6H16N and charge +1 at a distorted geometry, with properties calculated with ωB97M-V/def2-TZVPD.

Geometry (Å):
C -2.73712 -1.24008 -1.02374
C -1.33646 -0.73905 -1.37602
C -1.00664 0.57570 -0.62455
C -0.24822 0.30153 0.66111
C 1.27166 0.25742 0.35655
C 1.93321 1.61703 0.39537
N 1.95579 -0.67621 1.37351
H -3.50336 -0.56479 -1.37747
H -2.90630 -2.16653 -1.57562
H -2.79915 -1.50963 0.02807
H -0.60594 -1.49973 -1.08890
H -1.22835 -0.58367 -2.44932
H -1.92224 1.13966 -0.43948
H -0.44171 1.27131 -1.22700
H -0.38613 1.05442 1.44349
H -0.49110 -0.62807 1.16956
H 1.43949 -0.25524 -0.57827
H 2.80694 1.69888 -0.24777
H 2.17635 1.94204 1.40865
H 1.22112 2.35081 0.01656
H 2.80555 -1.08458 1.03188
H 1.28103 -1.39961 1.59780
H 2.24872 -0.18330 2.22117

Values from the calculation:
E_LUMO   -0.13025 hartree
Net charge   +1
Energy above the lowest of the compared OMol25 structures with the same formula, charge and spin   0.270 eV
Strongest force on any atom   0.0305 Eh/bohr
SMILES   CCCC[C@@H](C)[NH3+]
Electronic energy   -292.7143 hartree

---

8.
Below is a 2-piece molecular cluster, C6H16N overall, with properties calculated with ωB97M-V/def2-TZVPD.

Geometry (Å):
C -1.47153 1.48803 2.46084
C -1.45462 -0.56813 1.15445
N -2.06632 0.44945 1.61258
H -1.90936 1.44639 3.45434
H -1.63878 2.46280 2.00739
H -0.40182 1.30008 2.50910
H -0.37404 -0.65733 1.15602
H -2.03685 -1.34231 0.66944
H -3.06510 0.49034 1.43523
C 1.54072 0.41432 -2.46655
C 1.46401 -0.63710 -1.35993
C 1.80910 0.00066 -0.01029
C 0.09400 -1.30818 -1.34343
H 1.45400 -0.05166 -3.44952
H 0.74907 1.16360 -2.37925
H 2.50534 0.92060 -2.43027
H 2.24468 -1.37549 -1.56172
H 1.92720 -0.74212 0.78496
H 1.06278 0.74812 0.28778
H 2.76130 0.52477 -0.09680
H -0.17454 -1.61443 -2.35674
H 0.03122 -2.18567 -0.69627
H -0.67336 -0.56972 -1.07575

Values from the calculation:
E_LUMO   -0.18461 hartree
Net charge   +1
Energy above the lowest of the compared OMol25 structures with the same formula, charge and spin   1.212 eV
Strongest force on any atom   0.0124 Eh/bohr
Electronic energy   -292.6797 hartree

---

- Look up the electronic energy of the second one.
  -3445.9257 hartree